ORCA calculation (wB97M-V/def2-TZVPD) on a 16-piece molecular cluster, H33O16 overall.

Computed properties:
* electronic energy: -33285.46862 eV
* charge: +1
* relative energy (zero: lowest compared OMol25 entry of this formula, charge and spin): 161.5 kcal/mol
* HOMO energy: -12.9725 eV
* spin multiplicity: 1
* LUMO energy: -3.01 eV
* frontier orbital gap: 0.366 Eh
* max |F|: 0.1658 Eh/bohr

XYZ file:
```
49
Properties=species:S:1:pos:R:3:forces:R:3:mulliken_charge:R:1
O -1.6801 3.1104 -0.9407 -0.3 -5.6 -3.6 -0.60
H -2.0050 2.0280 -0.8981 1.0 4.8 0.4 0.37
H -1.7848 3.5177 -0.1360 -0.7 1.0 3.1 0.25
O -0.2378 -2.1465 -3.6256 0.9 -1.8 1.2 -0.63
H 0.4044 4.4993 -1.4540 -2.2 0.5 0.1 0.28
H -1.1087 -2.2795 -4.0315 0.3 -0.3 0.2 0.34
O 1.2567 4.2057 -1.6573 2.7 0.6 1.8 -0.70
H 1.2396 3.6766 -2.4154 -0.5 -1.1 -2.0 0.32
H -1.6517 -4.4024 1.4924 0.1 0.3 -0.5 0.31
O 0.8213 -5.2390 2.4016 1.9 2.5 0.8 -0.64
H 1.5123 -4.4763 2.6566 -2.2 -3.0 -1.2 0.31
H 2.9670 -1.8735 -0.0986 1.8 -0.2 0.7 0.26
O 1.8550 1.8984 -0.3451 0.4 -0.6 1.8 -0.59
H -3.9535 1.2945 0.5798 -0.5 -0.1 -0.3 0.28
H 1.7083 2.8405 -0.3875 -0.6 1.3 -0.7 0.38
O -0.6274 1.8118 -3.7795 -0.7 -1.7 0.3 -0.61
H -1.1743 2.3640 -3.2344 -0.3 1.2 0.4 0.34
H 0.0980 -1.2130 -1.3510 -1.7 1.2 2.5 0.26
O -3.5420 0.7736 -4.0504 -5.9 2.2 1.4 -0.63
H -4.1341 0.1110 -4.4741 1.1 -0.1 0.1 0.32
H -4.5040 1.3585 -3.6820 4.8 -2.1 -1.4 0.35
O 3.0043 -0.0430 3.8467 2.3 -1.9 -0.1 -0.62
H 1.1796 -5.7934 1.6884 0.2 0.5 0.4 0.33
H 2.9561 0.4713 4.6598 -0.8 0.3 -0.1 0.35
O -1.9250 -4.0651 0.6175 1.3 1.1 1.4 -0.57
H 2.5533 1.9148 0.9714 0.6 -0.3 1.6 0.58
O -0.4500 -0.9106 -0.5035 1.2 -1.3 -2.2 -0.51
H 1.3136 -0.1359 2.7536 -1.6 0.8 0.2 0.45
H -0.9326 -1.7213 -0.2585 0.0 0.3 -0.1 0.26
O -3.1280 0.9441 0.2325 0.0 0.0 0.2 -0.55
H -2.5282 1.2461 0.9139 0.5 -0.2 0.2 0.27
H 2.2526 1.6988 -1.1857 0.4 -0.5 -0.6 0.28
O 2.7855 1.7934 2.1015 -0.7 1.5 -4.1 -0.48
H -1.1775 0.9910 -3.6631 1.0 0.7 -0.7 0.23
H -0.0109 0.3291 1.7860 3.0 1.1 2.6 0.34
O 2.1457 -1.8310 -0.5277 1.2 3.0 -2.7 -0.52
H 1.6117 -2.4272 -0.1275 -2.7 -2.9 2.0 0.26
H 3.7392 1.5952 2.1713 -1.0 -0.7 0.5 0.37
O 0.6929 0.6549 2.5692 -1.2 -2.8 -2.7 -0.66
H 1.8497 1.2111 2.2442 0.7 0.2 0.6 0.36
H -2.4341 -4.7651 0.2812 -1.2 -1.4 -0.9 0.29
O -3.0906 -1.8903 -2.3724 -2.4 -6.7 -3.2 -0.56
H -2.3613 -2.4822 -2.2242 0.3 -0.2 0.2 0.25
H -2.8747 -1.1318 -2.0334 2.0 6.9 3.0 0.31
O 1.8469 1.6631 4.9581 5.4 -2.3 6.2 -0.55
H 1.2521 1.9413 4.4176 -5.9 3.0 -5.3 0.23
H 0.1033 -3.0296 -3.2379 -1.2 2.0 -1.3 0.32
H 3.8790 -0.4721 3.9579 -0.8 -0.2 -0.5 0.29
H 2.2880 2.3844 5.3939 -0.2 0.6 0.2 0.32
```
Positions in Å, forces in eV/Å.